# C51H53FN6O3SeSn

A molecular structure, C51H53FN6O3SeSn at a distorted geometry (the ωB97M-V functional and the def2-TZVPD basis, OMol25).

Each line ends with the Löwdin charge.
Positions of all 116 atoms, in Å:
Sn (-0.11464, 0.10258, 0.05256)  1.443
O (1.89058, 0.82399, 0.63667)  -0.337
C (2.59239, 0.55866, 1.77498)  -0.501
C (2.10857, -0.79209, 2.41209)  -0.053
C (2.26428, -1.88058, 1.41229)  -0.260
C (3.34729, -2.75222, 1.44743)  -0.006
C (3.55223, -3.61707, 0.38909)  -0.028
C (2.67409, -3.58673, -0.67692)  -0.009
C (1.56698, -2.74977, -0.61142)  -0.283
C (0.59343, -2.71088, -1.73556)  -0.046
C (0.83329, -1.46927, -2.67074)  -0.478
O (0.55482, -0.29738, -2.01926)  -0.355
C (2.30583, -1.51171, -3.09690)  -0.128
C (2.72633, -2.07686, -4.29301)  -0.024
C (4.07348, -2.12766, -4.61160)  -0.087
C (5.01911, -1.62227, -3.73628)  -0.093
C (4.60701, -1.04497, -2.54768)  -0.060
C (3.26158, -0.98273, -2.23641)  -0.020
C (-0.10269, -1.59939, -3.88130)  -0.153
C (-0.38467, -2.79748, -4.53310)  -0.060
C (-1.27324, -2.83518, -5.59464)  -0.087
C (-1.88345, -1.67716, -6.04412)  -0.096
C (-1.59072, -0.47650, -5.42185)  -0.078
C (-0.71265, -0.44286, -4.35465)  -0.032
N (1.37043, -1.93913, 0.42553)  0.076
C (4.08826, 0.52087, 1.42176)  -0.128
C (5.04266, -0.18155, 2.14653)  -0.062
C (6.37586, -0.15064, 1.77308)  -0.080
C (6.78112, 0.58181, 0.67226)  -0.100
C (5.84037, 1.30028, -0.04451)  -0.095
C (4.50984, 1.27230, 0.33094)  -0.021
C (2.41701, 1.66008, 2.82738)  -0.128
C (3.15031, 1.66576, 4.00784)  -0.029
C (2.98031, 2.67695, 4.93439)  -0.086
C (2.07849, 3.69899, 4.69715)  -0.102
C (1.34699, 3.69917, 3.52242)  -0.082
C (1.51801, 2.68943, 2.59432)  -0.014
H (2.65218, -1.00944, 3.32838)  0.117
H (1.05411, -0.63180, 2.64294)  0.100
H (4.01139, -2.75911, 2.29511)  0.108
H (4.39078, -4.29776, 0.39281)  0.112
H (2.82792, -4.21379, -1.54170)  0.123
H (0.69239, -3.62675, -2.31366)  0.112
H (-0.43120, -2.61022, -1.37273)  0.112
H (2.00561, -2.47814, -4.99052)  0.100
H (4.38275, -2.55919, -5.55389)  0.098
H (6.07028, -1.67396, -3.98360)  0.097
H (5.33101, -0.63285, -1.85951)  0.088
H (2.94514, -0.51279, -1.31909)  0.099
H (0.08509, -3.72059, -4.22580)  0.109
H (-1.48307, -3.77823, -6.07853)  0.102
H (-2.57766, -1.71073, -6.87070)  0.100
H (-2.04328, 0.43973, -5.77073)  0.099
H (-0.49396, 0.48441, -3.85018)  0.089
H (4.77475, -0.75853, 3.01750)  0.095
H (7.10313, -0.70430, 2.34980)  0.100
H (7.82080, 0.59078, 0.37763)  0.098
H (6.14530, 1.88640, -0.90002)  0.104
H (3.77141, 1.83063, -0.22288)  0.119
H (3.86990, 0.88805, 4.21039)  0.101
H (3.56137, 2.67025, 5.84473)  0.099
H (1.94846, 4.48829, 5.42246)  0.095
H (0.64326, 4.49519, 3.32747)  0.095
H (0.95754, 2.68329, 1.67021)  0.089
Se (-0.72867, -3.74268, 3.59503)  0.801
C (-2.01085, -2.76544, 2.50167)  -0.848
N (-1.70851, -2.49290, 1.13050)  0.047
C (-2.72821, -3.47391, 1.41160)  -0.119
N (-2.72312, -1.75292, 3.21157)  -0.139
C (-3.74480, -2.24560, 4.10729)  -0.047
C (-2.35039, -0.47085, 3.16592)  -0.315
O (-1.43461, -0.00206, 2.52613)  -0.092
H (-2.52745, -4.52513, 1.24175)  0.109
H (-0.81797, -2.88992, 0.84337)  0.058
H (-3.73040, -3.15198, 1.15963)  0.088
H (-4.45095, -2.86620, 3.55429)  0.092
H (-4.27905, -1.41371, 4.56036)  0.091
H (-3.28689, -2.84997, 4.89538)  0.072
H (-3.00067, 0.16904, 3.79135)  0.145
F (-6.19065, -4.46065, -2.28438)  0.054
C (-5.38209, -3.42602, -1.98930)  -0.278
C (-5.64116, -2.67393, -0.84854)  -0.029
C (-4.83286, -1.60260, -0.55919)  -0.059
C (-3.75466, -1.24129, -1.41234)  -0.301
C (-3.01081, -0.09525, -1.18583)  0.020
C (-3.51287, -2.06228, -2.54666)  -0.009
C (-4.31804, -3.13373, -2.83539)  0.001
H (-6.47632, -2.94095, -0.21987)  0.116
H (-5.01736, -0.99700, 0.31512)  0.113
H (-3.25549, 0.55792, -0.36826)  0.046
H (-2.29927, 0.25024, -1.91534)  0.039
H (-2.68304, -1.81915, -3.18893)  0.087
H (-4.15052, -3.74184, -3.71003)  0.117
C (-0.47736, 3.92388, -4.33056)  -0.151
C (0.68271, 3.13564, -3.73686)  -0.178
N (0.27640, 2.57218, -2.47726)  0.084
C (-0.65493, 3.08666, -1.65646)  -0.374
N (-0.86095, 2.48072, -0.52408)  -0.041
C (-1.76415, 3.08351, 0.42797)  -0.247
C (-2.93049, 3.77064, -0.27069)  -0.156
C (-2.34742, 4.80223, -1.22596)  -0.159
N (-1.35776, 4.18142, -2.07682)  -0.045
C (-0.97788, 4.89825, -3.27262)  -0.158
H (-1.28483, 3.24183, -4.60084)  0.115
H (-0.16336, 4.46595, -5.22112)  0.115
H (1.54998, 3.79808, -3.59883)  0.122
H (0.98706, 2.32509, -4.40309)  0.120
H (0.69888, 1.70854, -2.15673)  0.096
H (-1.22353, 3.81836, 1.03762)  0.113
H (-2.10353, 2.29476, 1.10176)  0.087
H (-3.59110, 4.25537, 0.44788)  0.114
H (-3.50233, 3.03295, -0.83598)  0.109
H (-1.90348, 5.63221, -0.65685)  0.129
H (-3.13386, 5.21542, -1.86808)  0.121
H (-0.20142, 5.64397, -3.04963)  0.130
H (-1.85880, 5.43391, -3.64019)  0.121

E_HOMO (alpha / beta) ... -7.081 / -6.521 eV
LUMO energy (alpha / beta) ... -0.011 / -0.084 hartree
Energy above the lowest of the compared OMol25 structures with the same formula, charge and spin ... 253.46 kJ/mol
Largest force on an atom ... 0.0285 hartree/bohr